This record from OMol25 describes 3 unconnected molecules or ions with the total composition C2H10O3 at a distorted geometry. The level of theory is wB97M-V/def2-TZVPD.

Each line ends with the natural charge from an NBO analysis.
Geometry (Å):
1 C -1.5109 1.9125 -0.7444  -0.63
2 C -0.0256 1.7399 -0.8552  -0.07
3 O 0.4949 1.4316 0.4799  -0.75
4 H -1.8011 2.7366 -0.0975  0.22
5 H -1.9861 0.9882 -0.4108  0.21
6 H -1.9516 2.1084 -1.7279  0.22
7 H 0.4748 2.6597 -1.1650  0.17
8 H 0.2445 0.9387 -1.5448  0.17
9 H 1.4094 1.7291 0.4855  0.48
10 O 0.3244 -1.3661 1.3756  -0.97
11 H 0.5362 -0.5198 0.9557  0.49
12 H -0.6356 -1.4031 1.3744  0.46
13 O 1.7767 -4.3362 0.8682  -0.95
14 H 1.2103 -3.5748 0.6922  0.49
15 H 1.4395 -5.0447 0.3142  0.46

SMILES string = CCO.O.O
Gap between HOMO and LUMO = 0.427 hartree
HOMO = -0.4025 Ha
ΔE to the lowest compared entry with this formula, charge and spin = 1.5 kcal/mol
Net charge = 0



This record from OMol25 describes 4 unconnected molecules or ions with the total composition C2H10O4 at a distorted geometry. The level of theory is wB97M-V/def2-TZVPD.

Each line ends with the natural charge from an NBO analysis.
Geometry (Å):
1 C 3.0829 -0.9474 0.5385  -0.58
2 C 2.2047 0.0579 0.5843  0.12
3 O 1.1208 0.1260 -0.2295  -0.76
4 H 3.8048 -1.0226 1.3363  0.20
5 H 3.0980 -1.4886 -0.4008  0.20
6 H 2.2565 0.8406 1.3347  0.16
7 H 0.5379 0.8220 0.1450  0.52
8 H -1.4657 1.3811 0.5589  0.48
9 H -0.9868 2.7760 1.1971  0.39
10 O -0.7481 2.0432 0.6080  -1.28
11 H -0.2901 -1.2928 -1.0244  0.49
12 H -1.2651 -1.4279 -2.2495  0.41
13 O -1.0866 -1.7198 -1.3455  -1.07
14 H -3.4271 0.3724 -0.7883  0.38
15 H -2.5812 -0.5679 -0.0152  0.47
16 O -3.2004 0.1768 0.1409  -1.12

Gap between HOMO and LUMO (spin up / spin down) = 0.109 / 0.352 hartree
2S+1 = 2
HOMO (spin up / spin down) = 0.0320 / -0.2157 Ha
ΔE to the lowest compared entry with this formula, charge and spin = 12.8 kcal/mol
Net charge = -1



This record from OMol25 describes 4 unconnected molecules or ions with the total composition C2H10O4 at a distorted geometry. The level of theory is wB97M-V/def2-TZVPD.

Each line ends with the natural charge from an NBO analysis.
Geometry (Å):
1 C 1.4169 -1.2482 1.2068  -0.72
2 C 1.6718 -0.0437 0.2901  0.47
3 O 1.2215 1.1067 0.4126  -0.59
4 H 1.6742 -2.1419 0.7239  0.23
5 H 0.4063 -1.1742 1.4680  0.26
6 H 2.0104 -1.0788 2.0381  0.24
7 H 2.3316 -0.2314 -0.6017  0.11
8 O -1.4189 2.2447 0.2664  -0.98
9 H -0.4145 2.1298 0.3501  0.51
10 H -1.6531 2.7393 1.0702  0.47
11 O -0.2656 -1.2524 -2.1724  -0.95
12 H -0.6305 -0.9523 -1.2919  0.48
13 H 0.4322 -0.5468 -2.1704  0.46
14 O -1.8295 -0.8187 0.2079  -0.99
15 H -2.3671 -1.3714 -0.3995  0.49
16 H -1.9816 0.1366 0.1157  0.52

SMILES string = CC=O.O.O.O
Gap between HOMO and LUMO = 0.409 hartree
HOMO = -0.3851 Ha
ΔE to the lowest compared entry with this formula, charge and spin = 12.5 kcal/mol
Net charge = 0



This record from OMol25 describes 4 unconnected molecules or ions with the total composition C2H10O4 at a distorted geometry. The level of theory is wB97M-V/def2-TZVPD.

Each line ends with the natural charge from an NBO analysis.
Geometry (Å):
1 C -0.3421 0.9293 2.8633  -0.45
2 C -0.7080 0.4420 1.7026  0.12
3 O 0.0337 0.7237 0.5566  -0.77
4 H -0.9217 0.7277 3.7509  0.20
5 H 0.4764 1.6362 2.9277  0.21
6 H -1.6500 -0.0310 1.5007  0.16
7 H 0.6310 -0.0172 0.3385  0.52
8 O 2.0366 -0.9181 -0.1805  -0.99
9 H 1.6607 -1.0654 -1.0723  0.51
10 H 2.9923 -0.8472 -0.2698  0.49
11 O -1.8481 0.3683 -1.5261  -0.97
12 H -1.1962 0.4909 -0.8017  0.49
13 H -2.3368 -0.4117 -1.2391  0.47
14 O 0.6372 -0.6930 -2.6030  -1.00
15 H -0.2510 -0.3406 -2.4503  0.51
16 H 0.7859 -0.9939 -3.4975  0.49

SMILES string = C=CO.O.O.O
Gap between HOMO and LUMO = 0.381 hartree
HOMO = -0.3565 Ha
ΔE to the lowest compared entry with this formula, charge and spin = 12.3 kcal/mol
Net charge = 0